(1)
The following is a quantum chemistry calculation of a 2-piece molecular cluster, C5H13N2 overall at a distorted geometry, from OMol25.

Computed properties:
Maximum force, eV Å⁻¹: 4.413
Gap between HOMO and LUMO, Eh: 0.247
Charge: +1
Relative energy (zero: lowest compared OMol25 entry of this formula, charge and spin), kcal/mol: 114.05

Each line ends with the natural charge from an NBO analysis.
Positions of all 20 atoms, in Å:
H (0.840, -2.313, 0.801)  0.2227
C (-0.661, -0.063, -1.119)  -0.3025
H (-1.275, -1.632, 3.140)  0.3988
H (-0.006, 1.664, 0.419)  0.2529
H (-0.145, 3.002, -2.598)  0.3698
C (-0.189, -0.523, 0.324)  -0.1788
H (-0.282, -0.484, -2.038)  0.2716
C (-0.949, -0.644, 1.494)  0.3317
C (1.091, -1.429, 0.245)  -0.6059
N (0.848, 2.944, -2.439)  -1.1043
H (1.803, -0.885, 0.878)  0.2334
H (1.224, 0.931, -0.734)  0.2748
H (-0.926, -2.587, 1.868)  0.4300
C (0.249, 0.870, -0.279)  -0.2835
H (1.120, 3.507, -1.652)  0.3663
N (-0.645, -1.726, 2.345)  -0.7693
H (1.398, 3.163, -3.247)  0.3831
H (-1.735, 0.012, -1.036)  0.2321
H (1.566, -1.536, -0.726)  0.2467
H (-2.024, -0.456, 1.461)  0.2305

=====

(2)
The following is a quantum chemistry calculation of C27H44IrN3P3S as an isolated structure at a distorted geometry, from OMol25.

Computed properties:
Expectation value of S²: 6.035
Maximum force, eV Å⁻¹: 3.152
Gap between HOMO and LUMO (alpha / beta), Eh: 0.252 / 0.140
Spin multiplicity: 5
Charge: +3
Relative energy (zero: lowest compared OMol25 entry of this formula, charge and spin), kcal/mol: 3.74

Each line ends with the Mulliken spin population.
Positions of all 79 atoms, in Å:
H (0.362, -4.912, -2.148)  0.0011
P (0.538, 1.395, -2.325)  0.0795
H (-2.376, -3.322, -7.704)  0.0042
C (-0.194, -0.158, 4.944)  -0.0015
H (3.896, 2.241, -1.155)  0.0028
H (-2.148, 3.256, -1.809)  0.0029
H (1.301, 3.519, -3.209)  -0.0001
H (-1.944, 2.382, 2.230)  0.0024
H (-2.798, -1.775, -5.809)  -0.0130
H (3.991, 0.461, -1.053)  -0.0003
H (2.411, 3.247, 2.147)  -0.0010
H (1.319, -4.600, -5.775)  0.0043
H (4.325, 0.758, 2.251)  0.0072
C (1.233, 3.085, -2.199)  -0.0015
H (0.008, -2.161, 5.746)  -0.0002
C (3.964, 1.390, -0.471)  0.0014
C (0.055, -4.547, -1.163)  0.0129
H (2.231, 3.084, -1.760)  0.0008
H (-3.013, 3.635, -0.283)  -0.0007
C (-3.166, 0.482, -0.846)  0.0460
C (-0.057, -0.672, 7.305)  -0.0002
N (-0.162, -0.522, 1.385)  -0.0409
H (0.071, -1.390, 8.116)  0.0000
C (-0.138, 0.202, 2.508)  0.0531
P (-1.881, 1.532, -0.060)  0.1408
N (-0.077, 1.397, 10.143)  0.0005
H (-1.642, -4.196, 0.065)  -0.0015
H (-1.970, -4.442, -1.754)  -0.0002
H (1.372, -0.614, -3.373)  -0.0097
H (-0.828, 2.754, -3.825)  0.0010
S (-1.490, -1.479, -3.320)  1.3192
C (-1.676, -3.302, -6.864)  0.0049
C (-1.255, -4.408, -0.929)  0.0126
C (-0.311, 1.620, 6.589)  -0.0001
H (4.898, 1.463, 0.102)  0.0053
H (-3.205, 0.629, -1.932)  0.0006
H (0.801, -3.072, -3.845)  -0.0217
H (1.868, 0.838, -4.271)  0.0088
H (-0.444, 1.951, 4.459)  -0.0002
C (-0.078, -1.103, 5.972)  0.0007
H (0.830, -4.459, -0.401)  -0.0003
H (2.354, 3.705, 0.416)  -0.0003
H (-4.127, 0.755, -0.390)  0.0000
C (-0.324, 1.203, 5.249)  0.0006
H (0.580, 3.729, -1.605)  0.0005
C (-2.595, 1.737, 1.619)  0.0161
C (-1.062, -2.379, -4.673)  0.1889
H (-0.777, 1.027, -4.346)  -0.0004
H (0.914, 3.014, 1.202)  0.0193
C (-0.845, 1.706, -3.487)  0.0191
C (-0.171, 0.685, 7.625)  0.0009
H (-3.581, 2.227, 1.510)  0.0010
C (-0.125, 1.100, 9.009)  -0.0001
H (-0.303, -4.794, -7.655)  0.0024
H (3.084, -0.523, 2.126)  0.0010
H (-0.191, -2.665, 1.020)  -0.0788
C (1.739, 0.413, -3.271)  0.0850
H (-2.747, 0.763, 2.112)  0.0021
C (-0.213, -1.862, 1.752)  0.0916
H (-0.099, 1.283, 2.578)  -0.0163
H (-1.806, 1.514, -2.994)  -0.0063
C (0.392, -4.011, -5.775)  0.0299
H (-1.242, 3.876, -0.377)  0.0002
C (-2.077, 3.238, -0.712)  0.0158
C (2.010, 2.973, 1.157)  -0.0080
Ir (0.018, 0.417, -0.515)  1.2659
C (-0.520, -4.108, -6.842)  0.2206
C (-1.927, -2.431, -5.810)  0.1037
C (3.248, 0.557, 2.189)  0.0205
H (2.715, 0.393, -2.776)  -0.0516
H (2.743, 0.944, 3.082)  -0.0014
H (-2.950, -0.576, -0.633)  -0.0190
H (1.625, 0.297, 0.188)  0.1877
P (2.621, 1.344, 0.712)  0.1804
N (-0.196, -0.604, 3.597)  0.0050
C (0.136, -3.155, -4.709)  0.0817
C (-0.236, -1.913, 3.118)  0.0225
H (-0.403, 2.678, 6.836)  0.0000
H (-0.281, -2.746, 3.794)  0.0005

=====

(3)
The following is a quantum chemistry calculation of C9H23AlMgNO2S as an isolated structure at a distorted geometry, from OMol25.

Computed properties:
Maximum force, eV Å⁻¹: 4.123
Gap between HOMO and LUMO, Eh: 0.060
Charge: +3

Each line ends with the natural charge from an NBO analysis.
Positions of all 38 atoms, in Å:
H (2.204, 3.951, -3.157)  0.2407
H (3.884, -3.649, 2.600)  0.3565
O (0.906, 2.669, -2.201)  -0.2972
C (3.006, 1.949, -2.944)  -0.4959
H (-2.863, 2.581, 0.136)  0.2713
C (-3.397, 2.101, -0.684)  -0.7942
H (1.428, -3.953, 3.153)  0.2066
H (-2.721, 1.949, -1.527)  0.2773
H (-3.960, -0.070, -2.436)  0.2736
H (-0.305, -0.364, 0.080)  0.2656
H (4.006, 2.351, -3.113)  0.2747
H (-5.539, 0.625, -1.951)  0.2318
H (2.828, -1.664, 1.730)  0.2046
H (1.219, -1.171, -0.386)  0.3221
H (2.633, 3.555, -1.508)  0.1940
C (0.640, -1.512, 1.725)  -0.2837
C (1.941, -2.281, 1.875)  -0.4413
H (0.425, -0.878, 2.577)  0.2256
C (-4.726, -0.044, -1.659)  -0.8100
C (2.038, -3.053, 3.222)  -0.2131
H (3.921, -2.687, 3.901)  0.3643
Mg (-5.534, -2.518, -0.068)  0.7499
O (-2.834, -0.379, 0.150)  -0.9603
H (1.653, -2.464, 4.051)  0.2014
H (2.493, 0.598, 0.553)  0.2186
H (-4.237, 2.777, -0.995)  0.0872
H (-0.165, -2.220, 1.551)  0.2517
H (-5.131, -1.076, -1.519)  0.1531
C (0.730, -0.559, 0.378)  -0.5694
H (2.614, 1.566, -3.882)  0.2491
S (-4.010, 0.495, -0.092)  1.2324
C (1.411, 0.619, 0.681)  0.1902
H (0.965, 1.542, 0.310)  0.2328
H (1.979, -3.032, 1.083)  0.2185
N (3.416, -3.455, 3.476)  -0.7621
H (3.063, 1.143, -2.217)  0.2068
C (2.093, 3.160, -2.389)  -0.0758
Al (-6.074, 3.398, -0.503)  1.0026

=====

(4)
The following is a quantum chemistry calculation of one molecule with the formula C7H12O at a distorted geometry, from OMol25.

Computed properties:
Maximum force, eV Å⁻¹: 1.489
Structure (SMILES): C=C(/C=C/CO)CC
Gap between HOMO and LUMO, Eh: 0.358
Charge: 0
Relative energy (zero: lowest compared OMol25 entry of this formula, charge and spin), kcal/mol: 35.31

Each line ends with the natural charge from an NBO analysis.
Positions of all 20 atoms, in Å:
H (-1.461, 1.050, 1.420)  0.2229
C (-0.537, -0.537, 0.524)  -0.0042
C (2.827, 0.844, -0.771)  -0.1041
H (3.287, -1.000, -1.138)  0.4615
H (-0.062, -2.478, 1.049)  0.1918
H (3.177, 1.585, -0.023)  0.1922
C (1.365, 0.635, -0.553)  -0.2171
C (-0.868, -1.784, 0.869)  -0.4100
H (0.647, 1.102, -1.226)  0.2011
C (0.896, -0.194, 0.360)  -0.2030
H (-1.844, -2.196, 1.106)  0.2008
H (-3.681, 0.911, 0.474)  0.2106
H (1.491, -0.729, 1.087)  0.2185
C (-2.944, 0.302, -0.064)  -0.6045
H (-1.194, 1.311, -0.336)  0.2058
O (3.590, -0.337, -0.479)  -0.7115
C (-1.519, 0.610, 0.418)  -0.4396
H (3.116, 1.191, -1.756)  0.1754
H (-3.154, -0.748, 0.165)  0.2047
H (-3.132, 0.463, -1.124)  0.2087

=====

(5)
The following is a quantum chemistry calculation of a 2-piece molecular cluster, C12H18BrClI2O9S2 overall, from OMol25.

Computed properties:
Maximum force, eV Å⁻¹: 0.961
Structure (SMILES): C[C@@H](I)C[C@@]1(CCCI)OS(=O)(=O)O[C@@]1(Cl)CC(=O)Br.O=S1(=O)OCCO1
Gap between HOMO and LUMO, Eh: 0.358
Charge: 0

Each line ends with the natural charge from an NBO analysis.
Positions of all 45 atoms, in Å:
O (3.206, 0.646, -1.835)  -0.8967
C (-1.370, 0.420, -2.114)  -0.4631
O (0.975, 3.407, 1.219)  -0.4780
H (-1.124, 0.112, -3.134)  0.2396
O (2.716, -1.475, -0.719)  -0.8818
H (1.309, -2.172, 2.962)  0.1995
H (3.360, -4.229, 3.959)  0.1939
C (-0.021, 0.738, -1.492)  0.2835
C (-0.268, 3.206, -2.625)  -0.2873
C (-3.704, -0.405, -2.019)  -0.5000
H (-1.962, -1.655, -1.762)  0.2284
C (1.659, -3.197, 3.089)  -0.1043
O (0.926, -0.346, -1.951)  -0.7234
S (2.294, -0.203, -1.163)  2.5598
O (0.776, -5.064, 5.930)  -0.8960
I (-1.753, 4.005, -1.298)  0.0832
H (1.340, 2.443, -1.445)  0.2576
H (-1.951, 1.334, -2.206)  0.2331
H (-3.772, -0.436, -3.103)  0.2187
H (1.859, -3.639, 2.117)  0.2195
C (-0.858, 3.028, -4.022)  -0.6403
Cl (-0.051, -1.163, 0.589)  -0.0357
Br (1.140, 1.800, 3.436)  -0.0187
C (0.258, 0.551, 0.026)  0.3116
I (-5.058, -1.849, -1.227)  0.0822
H (-0.095, 2.590, -4.668)  0.2186
O (2.248, -3.168, 5.337)  -0.6901
C (2.841, -3.272, 4.034)  -0.0975
C (-2.289, -0.650, -1.505)  -0.4338
C (0.555, 2.408, 1.686)  0.5508
C (0.586, 2.031, -2.112)  -0.4993
H (-1.106, 4.004, -4.438)  0.2278
H (-1.246, 2.027, 0.574)  0.2743
H (-1.766, 2.431, -4.046)  0.2135
H (-2.330, -0.539, -0.425)  0.2140
H (1.126, 1.683, -2.992)  0.2577
H (-4.079, 0.546, -1.650)  0.2185
O (0.639, -3.955, 3.757)  -0.6895
O (1.675, 0.673, 0.064)  -0.7121
H (3.548, -2.459, 3.895)  0.2147
C (-0.440, 1.458, 1.035)  -0.6136
H (0.435, 4.033, -2.695)  0.2367
S (0.772, -3.777, 5.337)  2.5500
O (-0.120, -2.770, 5.788)  -0.9009
H (-0.879, 0.850, 1.816)  0.2748